{
  "formula": "C14H32Cl6O4",
  "method": "ωB97M-V/def2-TZVPD",
  "smiles": "COCCOC.COCCOC.ClCCCl.ClCCCl.ClCCCl",
  "e_tot_ev": -98359.6079,
  "e_lumo_ev": 0.542,
  "species": ["Cl", "C", "C", "Cl", "H", "H", "H", "H", "Cl", "C", "C", "Cl", "H", "H", "H", "H", "Cl", "C", "C", "Cl", "H", "H", "H", "H", "C", "O", "C", "C", "O", "C", "H", "H", "H", "H", "H", "H", "H", "H", "H", "H", "C", "O", "C", "C", "O", "C", "H", "H", "H", "H", "H", "H", "H", "H", "H", "H"],
  "positions_angstrom": [[2.584300, 2.119355, -4.312713], [1.551692, 1.670644, -2.920862], [1.529407, 2.716709, -1.842497], [0.668636, 4.213724, -2.358243], [1.920255, 0.742446, -2.486178], [0.577815, 1.475525, -3.363711], [2.531344, 2.992575, -1.529096], [0.953362, 2.366609, -0.990347], [-3.280530, -1.686215, -0.119430], [-4.719511, -1.126597, -1.031834], [-6.001420, -1.530019, -0.340553], [-6.305377, -0.530824, 1.110795], [-4.647100, -1.608468, -2.003598], [-4.666073, -0.047714, -1.139616], [-5.979927, -2.564857, -0.018190], [-6.835532, -1.336378, -1.012042], [2.568861, 0.299969, 0.870533], [0.882310, 0.087064, 1.443443], [0.199373, -1.063813, 0.766963], [0.188169, -0.922974, -1.011357], [0.385832, 1.029961, 1.229427], [0.918614, -0.082632, 2.516876], [-0.845494, -1.144437, 1.059907], [0.668258, -2.015484, 1.009673], [-1.700758, -1.100074, -3.863851], [-1.950874, 0.063416, -4.584794], [-1.767831, -0.068143, -5.984592], [-2.746583, 0.783228, -6.751470], [-4.107445, 0.591667, -6.444207], [-4.549005, -0.741066, -6.424951], [-1.767241, -0.896811, -2.795271], [-0.703128, -1.514306, -4.065907], [-2.424437, -1.914980, -4.034915], [-1.858522, -1.119491, -6.287865], [-0.751622, 0.236252, -6.264307], [-2.547812, 0.594713, -7.820881], [-2.564284, 1.841878, -6.564181], [-5.551607, -0.730713, -5.999402], [-3.943001, -1.363118, -5.757898], [-4.559009, -1.185179, -7.426321], [3.670481, 1.166226, 4.433539], [3.424185, 0.211385, 5.435772], [3.730864, 0.696568, 6.728718], [3.625756, -0.443039, 7.699628], [4.653271, -1.396583, 7.596491], [5.856008, -0.974664, 8.190642], [3.260032, 2.145931, 4.711911], [3.127608, 0.860894, 3.537028], [4.733079, 1.250391, 4.192178], [3.005986, 1.469987, 7.017892], [4.733090, 1.142197, 6.721487], [2.691835, -0.974862, 7.489347], [3.510549, -0.083162, 8.732816], [6.230542, -0.025713, 7.784045], [6.636829, -1.707996, 7.993293], [5.755784, -0.869002, 9.278675]],
  "forces_ev_per_angstrom": [[0.131, -0.002, 0.163], [-0.101, -0.226, -0.202], [-0.432, 0.360, -0.133], [0.225, -0.121, -0.027], [0.184, 0.042, -0.130], [-0.159, 0.109, 0.271], [0.006, 0.044, -0.004], [0.133, -0.230, 0.033], [-0.107, 0.116, -0.010], [0.000, -0.242, 0.157], [0.056, 0.356, -0.019], [0.055, -0.050, 0.030], [-0.080, 0.055, -0.066], [0.127, 0.006, -0.030], [-0.060, -0.076, -0.088], [-0.023, -0.167, -0.010], [-0.053, -0.099, 0.080], [0.141, 0.310, -0.199], [-0.123, -0.587, -0.110], [0.063, 0.047, 0.102], [-0.111, -0.031, 0.080], [0.003, 0.019, 0.033], [0.005, 0.256, 0.147], [0.171, 0.088, -0.058], [0.215, -0.828, 0.528], [-0.304, 0.354, -0.295], [0.207, -0.382, 0.224], [-0.013, 0.233, -0.310], [-0.020, 0.061, 0.178], [0.032, -0.061, 0.270], [0.044, 0.301, -0.125], [-0.001, 0.086, -0.002], [-0.031, 0.203, -0.378], [-0.070, 0.028, 0.109], [-0.001, 0.070, 0.002], [-0.089, 0.024, 0.066], [0.050, -0.034, 0.037], [-0.083, 0.016, -0.241], [0.037, -0.025, -0.101], [-0.031, -0.038, -0.005], [-0.529, 0.108, -0.239], [-0.025, -0.021, 0.109], [0.014, 0.086, -0.313], [-0.615, -0.401, 0.308], [0.269, -0.032, -0.016], [0.396, 0.165, 0.106], [0.206, 0.042, 0.073], [0.217, -0.127, 0.059], [0.066, 0.077, 0.090], [0.072, 0.087, -0.016], [-0.017, 0.040, 0.118], [0.123, -0.005, -0.127], [0.311, 0.155, -0.053], [-0.184, -0.007, 0.030], [-0.216, -0.184, -0.052], [-0.082, 0.031, -0.039]],
  "lowdin_charge": [0.530, -0.688, -0.656, 0.522, 0.032, 0.053, 0.068, 0.040, 0.561, -0.639, -0.655, 0.535, 0.066, 0.072, 0.064, 0.072, 0.559, -0.621, -0.640, 0.602, 0.067, 0.075, 0.026, 0.077, -0.159, -0.172, -0.223, -0.205, -0.170, -0.108, 0.018, 0.090, 0.085, 0.118, 0.131, 0.129, 0.131, 0.091, 0.066, 0.094, -0.116, -0.177, -0.223, -0.220, -0.166, -0.117, 0.091, 0.034, 0.093, 0.130, 0.118, 0.132, 0.127, 0.080, 0.088, 0.089]
}